{"formula": "C4H6NdO2", "method": "ωB97M-V/def2-TZVPD", "multiplicity": 5, "de_lowest_ev": 0.000, "orbital_gap_ha": [0.154, 0.159], "total_charge": 2, "homo_ev": [-14.1, -14.1], "mol_weight_g_mol": 230.33, "s_squared": 6.00, "lumo_ev": [-9.95, -9.82], "symbols": ["C", "C", "H", "O", "C", "H", "H", "H", "H", "C", "O", "Nd", "H"], "xyz": [[0.72, 0.24, -0.60], [0.17, 0.30, 0.79], [0.99, 0.44, 1.52], [0.99, 1.32, -2.73], [0.46, 1.21, -1.49], [-0.35, 1.93, -1.35], [1.94, 1.19, -2.72], [-0.59, 1.12, 0.84], [0.16, -1.92, 1.06], [-0.47, -1.01, 1.16], [-1.60, -1.11, 1.63], [-3.45, -2.94, 2.84], [1.03, -0.77, -0.95]]}